Formula: C18H20IrN7O7S
Source: the OMol25 dataset
Level of theory: ωB97M-V/def2-TZVPD

## Properties
LUMO energy: -0.01975 Ha
total energy: -57426.06395 eV
relative energy (zero: lowest compared OMol25 entry of this formula, charge and spin): 2.6021 eV
E_HOMO: -7.3 eV

```
54
Properties=species:S:1:pos:R:3:forces:R:3
Ir 0.125 0.000 -0.683 -0.35 2.54 3.13
C 0.472 2.350 4.075 -0.04 -0.01 -0.03
C -0.032 2.852 2.776 0.02 -0.07 0.04
N -0.401 4.061 2.514 -0.06 0.12 0.01
N -0.717 4.044 1.182 0.07 -0.08 0.04
C -0.517 2.853 0.611 -0.10 0.12 -0.09
S -0.724 2.424 -0.997 0.57 -1.26 -0.59
N -0.103 2.080 1.632 0.15 0.16 0.24
N 0.130 0.725 1.494 0.09 -1.09 -0.65
H 0.433 3.159 4.798 0.00 -0.01 0.01
H 1.508 2.019 3.973 0.00 -0.01 0.03
H -0.125 1.513 4.438 -0.01 0.00 -0.01
H -1.021 4.881 0.716 0.05 0.02 0.02
H -0.704 0.195 1.760 -0.11 0.22 0.16
H 0.940 0.429 2.030 0.22 0.10 -0.27
O 5.604 -2.590 0.808 0.02 0.00 -0.04
C 4.541 -2.070 0.620 0.11 -0.03 0.16
C 4.299 -0.668 0.075 0.06 0.43 -0.15
O 5.150 0.138 -0.219 -0.03 -0.02 0.03
C 2.841 -0.537 0.007 0.30 -0.15 0.08
C 2.209 -1.674 0.445 0.30 -0.12 -0.13
O 0.919 -1.756 0.429 -1.53 0.27 -1.07
C 3.175 -2.682 0.899 -0.32 -0.25 0.08
O 2.963 -3.761 1.400 0.01 0.02 -0.02
O 2.155 0.490 -0.403 -1.36 0.35 -1.06
C -5.083 0.936 1.052 0.05 0.04 0.00
N -4.311 0.390 -0.062 0.21 0.08 0.09
C -4.881 0.169 -1.269 -0.10 -0.04 -0.09
C -4.182 -0.361 -2.287 -0.07 0.20 -0.11
C -2.801 -0.618 -2.068 0.15 -0.22 0.08
O -2.182 -1.202 -3.055 -0.97 -0.16 0.45
N -2.210 -0.310 -0.917 1.14 -0.15 0.22
C -2.946 0.180 0.136 -0.25 -0.10 -0.18
O -2.466 0.431 1.232 -0.03 0.01 0.09
H -6.101 0.555 1.012 0.00 0.01 -0.06
H -5.089 2.025 1.013 -0.03 0.00 0.00
H -4.608 0.626 1.975 -0.06 -0.02 0.02
H -5.924 0.440 -1.363 -0.03 -0.09 0.07
H -4.618 -0.573 -3.248 -0.01 0.00 0.01
C 0.647 -3.558 -2.671 -0.04 0.03 0.05
C -0.460 -2.932 -3.523 -0.26 0.07 -0.41
C -1.705 -3.825 -3.485 0.10 0.05 -0.01
C 0.038 -2.779 -4.966 -0.06 0.03 0.04
C -0.754 -1.553 -2.946 0.88 0.34 -0.52
N 0.040 -0.759 -2.481 1.35 -1.26 0.42
H 0.894 -4.547 -3.063 -0.01 0.01 -0.02
H 0.332 -3.666 -1.632 0.04 0.03 0.01
H 1.541 -2.937 -2.691 0.01 0.01 0.02
H -1.436 -4.816 -3.856 -0.03 -0.02 0.01
H -2.506 -3.428 -4.108 -0.01 -0.04 0.00
H -2.072 -3.935 -2.463 -0.04 -0.02 -0.02
H 0.352 -3.755 -5.342 -0.02 0.01 -0.05
H 0.891 -2.102 -5.001 0.01 -0.01 0.01
H -0.744 -2.388 -5.620 0.00 -0.01 0.00
```
Forces are in eV/Å.


Formula: C3H4INO2
Source: the OMol25 dataset
Level of theory: ωB97M-V/def2-TZVPD

## Properties
LUMO energy: 0.00379 Ha
total energy: -16860.03673 eV
relative energy (zero: lowest compared OMol25 entry of this formula, charge and spin): 1.3983 eV
structure (SMILES): CC(=O)N(I)C=O
E_HOMO: -9.1 eV

```
11
Properties=species:S:1:pos:R:3:forces:R:3
C -0.415 1.422 -0.218 0.17 0.08 -0.08
C 0.829 0.564 -0.291 0.03 0.27 -0.07
O 1.908 0.979 -0.642 0.26 0.64 -0.23
N 0.684 -0.725 0.089 -3.42 -2.96 1.18
I 2.263 -1.973 0.000 0.11 0.04 -0.02
C -0.814 -1.587 0.491 3.94 1.76 -0.94
O -0.712 -2.727 0.697 -0.48 0.07 0.05
H -0.780 1.473 0.805 -0.09 0.00 0.07
H -0.146 2.420 -0.552 -0.03 0.00 0.01
H -1.193 1.028 -0.868 -0.11 -0.02 -0.02
H -1.624 -0.873 0.489 -0.37 0.12 0.04
```
Forces are in eV/Å.


Formula: C35H27Br2Cl2MnN7O2S
Source: the OMol25 dataset
Level of theory: ωB97M-V/def2-TZVPD

## Properties
LUMO energy (spin up / spin down): -0.01796 / -0.01704 Ha
multiplicity: 2
expectation value of S²: 1.075
total energy: -258544.58713 eV
relative energy (zero: lowest compared OMol25 entry of this formula, charge and spin): 0.2001 eV
E_HOMO (spin up / spin down): -7.0 / -6.9 eV

```
77
Properties=species:S:1:pos:R:3:forces:R:3
Mn 0.219 0.380 0.613 -0.43 0.47 -0.78
S -0.010 2.506 -3.441 -0.03 -0.01 0.06
C -1.161 3.371 -2.472 -0.05 0.09 0.01
C -1.938 4.472 -2.817 0.03 -0.04 0.00
C -2.793 4.992 -1.865 -0.02 0.01 0.05
C -2.875 4.422 -0.591 0.00 0.02 -0.03
C -2.103 3.331 -0.247 -0.04 0.02 -0.03
C -1.229 2.800 -1.196 0.03 -0.13 0.09
N -0.389 1.708 -1.012 0.21 -0.11 -0.11
C 0.304 1.450 -2.089 0.21 -0.05 -0.06
C 1.249 0.338 -2.128 -0.23 0.28 0.01
C 1.980 0.026 -3.281 0.07 -0.07 0.01
C 2.824 -1.064 -3.259 -0.03 -0.02 0.09
C 2.903 -1.832 -2.092 0.01 0.03 -0.13
C 2.174 -1.495 -0.964 -0.08 0.06 0.13
C 1.325 -0.373 -0.917 0.12 -0.17 0.02
H -1.876 4.908 -3.804 0.01 0.01 -0.03
H -3.407 5.848 -2.110 -0.01 0.01 -0.01
H -3.557 4.840 0.138 0.00 0.01 -0.01
H -2.180 2.886 0.733 0.02 -0.02 0.01
H 1.897 0.625 -4.182 -0.03 0.03 -0.01
H 3.407 -1.326 -4.132 0.01 -0.01 -0.01
H 3.550 -2.701 -2.074 0.02 -0.03 0.00
H 2.274 -2.116 -0.079 0.00 0.00 -0.01
Cl 2.476 -4.901 5.740 -0.02 0.05 -0.04
C 1.813 -3.743 4.615 0.05 -0.01 0.00
C 0.430 -3.688 4.424 -0.01 0.00 0.02
C -0.106 -2.795 3.537 -0.04 -0.06 0.04
Cl -1.836 -2.732 3.371 0.05 0.00 -0.02
C 0.685 -1.899 2.743 -0.13 -0.05 -0.07
O 0.118 -1.153 1.885 0.25 -0.04 0.18
C 2.084 -1.957 3.019 0.19 0.09 0.01
C 3.037 -1.029 2.433 -0.20 0.01 -0.07
O 2.780 -0.089 1.705 0.20 -0.06 0.13
C 2.622 -2.879 3.932 -0.09 -0.05 0.01
H -0.222 -4.346 4.982 -0.01 -0.01 0.01
H 4.090 -1.227 2.718 0.01 0.01 0.00
H 3.692 -2.892 4.095 0.03 0.00 0.00
Br 3.967 5.442 3.018 0.05 0.05 0.02
C 2.896 4.100 2.249 -0.11 -0.11 -0.05
C 3.331 3.420 1.124 -0.05 0.01 0.00
C 2.517 2.423 0.610 -0.04 0.15 0.08
N 1.338 2.119 1.144 0.00 -0.29 0.44
C 0.919 2.796 2.223 -0.47 -0.15 0.03
C 1.671 3.796 2.821 0.15 -0.03 -0.21
C -0.422 2.364 2.731 0.40 0.03 -0.30
C -1.121 3.032 3.726 -0.15 -0.22 -0.03
C -2.353 2.513 4.096 0.11 -0.09 -0.14
Br -3.351 3.375 5.438 -0.06 0.02 0.04
C -2.843 1.365 3.491 0.03 0.01 0.02
C -2.077 0.770 2.501 0.04 0.17 0.19
N -0.906 1.275 2.117 -0.03 0.06 0.05
H 4.283 3.639 0.665 0.02 0.01 0.01
H 2.815 1.831 -0.245 0.03 -0.02 0.01
H 1.337 4.315 3.706 -0.04 0.00 0.00
H -0.736 3.921 4.200 0.03 0.01 0.00
H -3.790 0.934 3.781 -0.01 0.02 0.02
H -2.385 -0.141 2.003 -0.01 0.01 0.00
C -1.078 -4.865 -3.202 -0.03 -0.01 0.02
C -1.406 -3.629 -4.031 -0.05 0.00 -0.07
C -0.172 -2.757 -4.235 0.00 0.03 -0.01
C -2.556 -2.807 -3.445 0.09 0.11 0.05
N -2.236 -2.223 -2.148 -0.13 0.11 0.06
C -1.810 -0.998 -1.840 0.11 0.06 -0.11
N -1.627 -0.927 -0.545 0.12 0.00 0.40
N -1.968 -2.140 -0.059 -0.07 -0.01 0.00
N -2.334 -2.918 -1.004 -0.06 -0.13 0.01
H -0.314 -5.458 -3.705 0.01 0.00 -0.01
H -1.954 -5.496 -3.051 -0.02 0.00 0.00
H -0.695 -4.592 -2.219 0.02 0.02 0.02
H -1.773 -3.958 -5.010 0.02 0.01 0.01
H 0.228 -2.410 -3.282 0.04 0.01 0.06
H -0.390 -1.878 -4.846 -0.02 0.01 -0.02
H 0.622 -3.316 -4.730 0.01 -0.03 -0.01
H -3.464 -3.396 -3.316 0.06 -0.06 0.01
H -2.782 -1.967 -4.104 -0.03 -0.05 -0.01
H -1.631 -0.217 -2.557 0.00 0.01 -0.04
```
Forces are in eV/Å.


Formula: C3H4N2O2S
Source: the OMol25 dataset
Level of theory: ωB97M-V/def2-TZVPD

## Properties
LUMO energy: -0.03753 Ha
total energy: -21083.53408 eV
relative energy (zero: lowest compared OMol25 entry of this formula, charge and spin): 3.2978 eV
structure (SMILES): NC(=S)/C=N\OC=O
E_HOMO: -9.4 eV

```
12
Properties=species:S:1:pos:R:3:forces:R:3
N 0.591 0.007 1.627 1.52 -0.19 -0.13
C 1.330 0.159 0.446 -3.43 -0.87 1.31
S 2.912 0.103 0.247 1.55 0.04 0.46
C 0.556 0.199 -0.827 -2.14 0.16 -0.19
N -0.696 0.013 -1.122 2.43 0.59 -0.44
O -1.429 -0.214 0.017 1.85 0.15 -0.04
C -2.710 -0.208 -0.087 -6.07 -0.38 -2.91
O -3.542 -0.067 -1.025 4.05 -0.20 3.21
H 1.132 -0.336 2.433 -0.43 0.57 -0.66
H -0.434 -0.031 1.711 1.28 0.05 -0.58
H 1.154 0.416 -1.674 0.41 0.04 -0.74
H -2.994 -0.487 0.912 -1.02 0.04 0.71
```
Forces are in eV/Å.


Formula: C10H30N10O20
Source: the OMol25 dataset
Level of theory: ωB97M-V/def2-TZVPD

## Properties
LUMO energy: -0.07350 Ha
total energy: -66615.69122 eV
relative energy (zero: lowest compared OMol25 entry of this formula, charge and spin): 64.4491 eV
E_HOMO: -7.7 eV

```
70
Properties=species:S:1:pos:R:3:forces:R:3
C 15.548 7.229 -1.736 1.99 1.04 2.09
N 15.902 7.782 -3.077 0.75 -0.20 2.71
O 15.557 8.924 -3.331 0.76 -0.64 0.97
O 16.445 6.966 -3.865 6.30 7.47 5.69
H 15.065 6.253 -1.705 0.10 2.41 1.29
H 15.013 7.933 -1.097 -0.19 0.21 -0.70
H 16.503 7.074 -1.235 0.25 0.18 -0.01
C 11.562 6.373 -5.005 -1.81 -1.29 -1.27
N 12.389 6.787 -6.125 -3.64 -0.90 0.87
O 12.964 7.852 -6.027 -12.04 0.20 12.73
O 12.572 6.009 -7.062 -3.54 2.06 1.54
H 12.266 6.096 -4.220 -1.53 -0.52 -1.69
H 11.012 5.498 -5.352 -0.13 0.02 0.02
H 10.860 7.146 -4.694 0.45 0.28 -0.27
C 17.937 8.811 -6.909 6.31 2.36 -4.14
N 18.477 10.061 -7.581 1.35 -1.10 -1.19
O 19.398 9.939 -8.358 0.22 -0.23 -0.19
O 17.955 11.125 -7.340 3.94 1.19 -1.28
H 18.206 7.951 -7.523 0.29 1.41 -0.57
H 16.886 8.996 -6.686 2.74 0.50 -3.59
H 18.364 8.839 -5.907 2.11 -0.02 -1.27
C 12.083 6.377 -2.319 1.02 0.50 0.51
N 13.399 6.179 -3.034 -14.78 2.66 4.44
O 13.606 6.917 -3.970 -1.02 4.55 -0.57
O 14.217 5.396 -2.609 -1.96 -9.11 8.75
H 12.046 7.455 -2.160 -0.06 0.16 0.26
H 11.946 5.879 -1.360 0.37 -0.28 -0.22
H 11.280 6.180 -3.030 -0.25 -0.46 1.27
C 15.076 7.128 -5.222 1.61 7.19 -6.69
N 15.589 8.519 -5.571 -2.92 -6.67 1.69
O 14.733 9.286 -6.000 0.43 -8.02 6.27
O 16.827 8.677 -5.475 -6.44 -1.29 8.20
H 14.205 6.829 -5.805 3.13 -0.29 0.73
H 14.753 7.234 -4.187 -0.52 1.06 -2.18
H 15.861 6.374 -5.288 -1.88 2.92 -1.12
C 14.128 4.556 -7.226 2.12 -1.77 0.69
N 14.468 4.839 -5.742 3.29 -0.30 -6.24
O 13.631 4.554 -4.923 -3.23 -1.41 2.28
O 15.608 5.262 -5.492 -3.76 -8.66 -6.75
H 13.877 5.497 -7.716 1.64 -0.99 -0.49
H 13.277 3.876 -7.188 0.16 0.22 -0.04
H 14.995 4.028 -7.622 0.13 0.13 0.11
C 15.978 10.876 -6.207 0.08 2.91 1.89
N 14.678 11.250 -6.837 0.78 2.00 0.34
O 14.675 12.104 -7.724 -0.01 -1.08 0.62
O 13.702 10.735 -6.363 -4.61 5.23 -1.10
H 16.694 10.710 -7.012 -2.26 1.24 1.45
H 15.969 9.999 -5.560 1.07 6.01 -0.37
H 16.190 11.679 -5.500 0.47 0.93 -0.78
C 15.252 5.172 -3.494 5.47 -3.62 2.67
N 16.012 3.923 -3.679 -2.48 -1.69 2.69
O 17.182 4.103 -3.431 -3.17 -1.98 8.31
O 15.481 3.028 -4.371 1.35 -0.57 1.57
H 14.279 4.919 -3.915 -2.45 -1.80 -4.37
H 15.749 5.973 -4.040 -1.94 -1.79 3.16
H 15.350 5.394 -2.431 6.25 -0.20 0.63
C 13.623 8.251 -7.505 4.19 2.88 -10.28
N 14.965 8.340 -8.153 -1.33 0.94 -4.86
O 15.798 9.087 -7.669 -0.28 -0.64 -5.25
O 15.202 7.708 -9.207 -0.09 -0.24 1.72
H 12.910 8.117 -8.318 0.16 -1.17 -0.08
H 13.326 9.218 -7.099 0.62 -0.36 -1.12
H 13.797 7.470 -6.765 4.87 0.00 -6.00
C 17.710 6.359 -5.884 1.43 -0.66 -1.33
N 17.697 4.857 -6.041 2.60 0.55 -2.20
O 17.985 4.396 -7.144 -0.61 0.42 1.31
O 17.456 4.194 -5.037 5.03 0.82 -10.70
H 16.695 6.732 -5.747 3.14 0.10 -1.13
H 17.980 6.892 -6.796 0.19 -2.23 0.50
H 18.404 6.688 -5.110 -0.24 -0.58 0.09
```
Forces are in eV/Å.


The lowest total energy belongs to which entry?
C35H27Br2Cl2MnN7O2S


What is the total energy in the fourth record?
-21083.53408 eV